(1)
Density functional theory data (ωB97M-V/def2-TZVPD) for C6H20GaN2O as an isolated structure.

Summary:
- total charge = -1
- calculated total energy (eV) = -63951.09139
- frontier orbital gap (hartree) = 0.256
- HOMO energy (eV) = -3.9

Last column: natural (NBO) charge in e.
Element x y z (Å)
1 N 4.26702 0.12175 3.46830  -1.3559
2 Ga 2.75128 1.32508 3.33094  1.2293
3 O 1.09516 0.36681 3.17176  -1.1744
4 H 4.03165 -0.84681 3.34588  0.3375
5 H 5.02606 0.36894 2.86162  0.3426
6 H 2.91258 2.25198 2.01690  -0.4139
7 H 2.61557 2.21383 4.66817  -0.3990
8 H 1.27128 -0.55578 3.14302  0.4379
9 C 0.74816 1.27242 -0.52804  -0.6165
10 C 0.01995 0.45561 -1.58505  -0.2114
11 N -0.52030 -0.78144 -1.05391  -0.4487
12 C -0.96819 -1.70680 -2.07706  -0.1998
13 C -2.14265 -1.28619 -2.96771  -0.6345
14 C -1.37989 -0.63901 0.10972  -0.2310
15 C -2.61336 0.26127 -0.01627  -0.6358
16 H 1.50562 0.67598 -0.02204  0.2372
17 H 1.24537 2.12496 -0.99344  0.2035
18 H 0.06879 1.66467 0.22827  0.2149
19 H 0.73365 0.20048 -2.37444  0.1841
20 H -0.75453 1.08458 -2.05397  0.1442
21 H -1.21023 -2.66130 -1.60023  0.1848
22 H -0.11045 -1.91848 -2.72488  0.1812
23 H -3.09073 -1.31577 -2.43215  0.1977
24 H -2.22993 -1.97554 -3.81254  0.1986
25 H -2.00725 -0.28503 -3.37798  0.2037
26 H -0.76680 -0.26394 0.93406  0.2361
27 H -1.69469 -1.63578 0.43075  0.1845
28 H -2.37927 1.21810 -0.48496  0.2029
29 H -3.00830 0.47790 0.97869  0.2139
30 H -3.41557 -0.21250 -0.58342  0.1865



(2)
Density functional theory data (ωB97M-V/def2-TZVPD) for a 3-piece molecular cluster, C6H20N2O2 overall.

Summary:
- total charge = 0
- calculated total energy (eV) = -13622.18150
- frontier orbital gap (hartree) = 0.364
- HOMO energy (eV) = -9.0
- structure (SMILES) = CC[C@@H](C)NCCN.O.O
- relative energy (zero: lowest compared OMol25 entry of this formula, charge and spin) (kJ/mol) = 0.0

Last column: natural (NBO) charge in e.
Element x y z (Å)
1 C -2.57827 -0.08650 1.10340  -0.6114
2 C -1.58211 1.06103 1.17580  -0.3991
3 C -0.81185 1.31729 -0.11421  -0.0382
4 C -0.15459 2.69819 -0.03977  -0.6270
5 N 0.13167 0.21621 -0.35841  -0.6775
6 C 1.13204 0.46817 -1.38727  -0.2297
7 C 1.87427 -0.81604 -1.74297  -0.2165
8 N 2.69298 -1.38156 -0.69052  -0.8431
9 H -3.14964 -0.19408 2.02528  0.2090
10 H -3.30502 0.06567 0.30032  0.2034
11 H -2.10055 -1.04721 0.93244  0.2168
12 H -2.11657 1.97254 1.44092  0.2049
13 H -0.87545 0.89797 1.99249  0.1956
14 H -1.51782 1.33259 -0.95131  0.1813
15 H 0.40230 2.94983 -0.93934  0.2095
16 H -0.89808 3.49037 0.10427  0.2145
17 H 0.54678 2.73900 0.80171  0.2025
18 H 0.59762 -0.01571 0.51426  0.3839
19 H 0.62533 0.85348 -2.27488  0.1914
20 H 1.86536 1.22465 -1.08429  0.1673
21 H 1.14091 -1.55473 -2.05955  0.1734
22 H 2.49584 -0.62289 -2.61332  0.1909
23 H 2.14744 -1.67610 0.11299  0.3749
24 H 3.37914 -0.71599 -0.35842  0.3515
25 O -0.71179 -2.51935 -0.30163  -0.9939
26 H -0.58676 -1.56578 -0.51034  0.5055
27 H -0.18686 -3.01662 -0.94015  0.4774
28 O 0.88821 -1.93423 1.91239  -0.9917
29 H 0.36983 -1.85197 2.71664  0.4741
30 H 0.28565 -2.28823 1.23347  0.5001



(3)
Density functional theory data (ωB97M-V/def2-TZVPD) for a 4-piece molecular cluster, C6H20NO4 overall.

Summary:
- total charge = +1
- calculated total energy (eV) = -16217.83934
- frontier orbital gap (hartree) = 0.376
- HOMO energy (eV) = -13.6
- relative energy (zero: lowest compared OMol25 entry of this formula, charge and spin) (kJ/mol) = 296.4

Last column: natural (NBO) charge in e.
Element x y z (Å)
1 O 1.17427 -1.80020 -2.70236  -0.4459
2 C 0.68787 -0.68399 -2.74955  0.3826
3 C 0.75226 0.29766 -1.64504  -0.1726
4 C 0.95249 -0.63385 -0.28548  -0.2398
5 C -0.38955 -1.12060 0.28704  -0.6607
6 C 1.52640 0.23708 0.78755  -0.4443
7 C 2.82530 -0.57961 1.47015  -0.5896
8 N -0.41880 1.21257 -1.50628  -0.7653
9 H 0.22765 -0.38925 -3.68040  0.1363
10 H 1.74596 0.97813 -1.71449  0.2726
11 H 1.72492 -1.46579 -0.42365  0.2835
12 H -0.72521 -1.77085 -0.53366  0.2336
13 H -1.03135 -0.36686 0.79662  0.2341
14 H -0.25218 -1.64928 1.26875  0.2303
15 H 0.89085 0.77075 1.52541  0.2080
16 H 2.03381 1.24039 0.46469  0.1979
17 H 2.34304 -1.45574 1.85552  0.2055
18 H 3.24795 0.04938 2.22716  0.2200
19 H 3.58803 -0.67379 0.60978  0.2207
20 H -1.31771 0.74766 -1.84959  0.4889
21 H -0.63867 1.43124 -0.41272  0.5064
22 H -0.28893 2.21250 -1.87079  0.4568
23 H -0.59532 0.17763 4.65369  0.4979
24 H -0.32687 -0.64737 3.40004  0.4739
25 O -1.01015 -0.03464 3.71412  -0.9606
26 H -1.23310 1.27846 2.13554  0.5017
27 H -2.26075 2.29631 1.93782  0.4928
28 O -1.57283 1.83564 1.48409  -0.9790
29 H -3.80699 -0.14247 -0.94145  0.5011
30 H -3.18379 0.97703 -0.02267  0.5013
31 O -3.00859 0.35093 -0.75456  -0.9883